Record 1
The following is a DFT calculation (the ωB97M-V functional and the def2-TZVPD basis) of a cluster of 2 separate species, C4H11NS2 in total.

Net charge ... 0
Lowest unoccupied orbital energy (spin up / spin down) ... -0.86 / -0.87 eV
HOMO level (spin up / spin down) ... -8.0426 / -8.0459 eV
SMILES ... CC(C)N=S.CS
Gap between HOMO and LUMO (spin up / spin down) ... 7.2 / 7.2 eV

```
18
Properties=species:S:1:pos:R:3:forces:R:3:lowdin_charge:R:1
S -0.7741 0.6500 -1.4273 0.10 -0.24 0.00 0.719
S 2.8982 1.4695 -0.0798 0.15 -0.15 -0.20 0.606
N -1.7003 0.1650 -0.2848 -0.67 1.02 -0.36 -0.488
C -1.3266 -0.7819 0.7165 0.52 -0.91 0.37 -0.577
C 2.5583 2.5294 -1.5186 -0.03 -0.15 0.39 -0.485
C -0.0576 -1.5758 0.4276 -0.05 0.29 0.13 -0.118
C -2.5385 -1.6853 0.9699 0.14 0.24 0.02 -0.072
H -2.7126 -2.3274 0.1099 -0.02 -0.09 -0.09 0.078
H 3.0109 3.5041 -1.3660 -0.02 0.05 -0.14 0.024
H -1.1741 -0.1765 1.6249 -0.06 0.02 -0.16 0.148
H 0.7907 -0.9051 0.2970 0.05 -0.07 -0.05 0.021
H 3.0097 2.0394 -2.3750 0.00 0.02 -0.08 0.025
H 0.1567 -2.2514 1.2496 0.00 -0.12 0.11 0.077
H -3.4248 -1.0785 1.1346 -0.08 0.01 0.01 0.073
H -2.3645 -2.3054 1.8448 0.02 -0.10 0.06 0.076
H -0.1841 -2.1546 -0.4857 0.03 -0.08 -0.08 0.074
H 2.3476 2.2717 0.8250 -0.11 0.15 0.21 -0.165
H 1.4852 2.6128 -1.6627 0.01 0.09 -0.14 -0.015
```
Positions in Å, forces in eV/Å.

---

Record 2
The following is a DFT calculation (the ωB97M-V functional and the def2-TZVPD basis) of the molecule C4H11O2P.

Net charge ... 0
Lowest unoccupied orbital energy ... 0.90 eV
HOMO level ... -9.4650 eV
SMILES ... C[PH](C)(C)OC=O
Gap between HOMO and LUMO ... 10.4 eV

```
18
Properties=species:S:1:pos:R:3:forces:R:3:lowdin_charge:R:1
P 0.0116 -0.0006 -0.3199 0.82 -1.16 3.09 0.837
O -1.5988 -0.2580 -1.2984 0.39 0.66 -0.04 -0.270
O -2.9711 0.2102 0.3886 -0.80 0.13 1.54 0.011
C -0.5705 1.5352 0.5375 -0.64 -0.35 -0.54 -0.198
C -0.2410 -1.8313 0.0855 -1.68 1.39 1.71 -0.165
C 1.7251 0.2410 0.5904 -1.06 2.67 -2.84 -0.246
C -2.7535 -0.0371 -0.7555 -0.89 -0.98 -2.75 -0.529
H 0.4169 -0.0671 -1.5942 1.06 0.70 -1.20 0.037
H 0.1874 2.2894 0.2386 -0.70 -0.30 0.20 0.043
H 0.4328 -2.4164 0.7308 0.01 0.58 -0.56 0.057
H -0.4614 -2.2010 -0.8736 0.54 -0.97 -1.32 0.015
H 2.3951 -0.3302 0.0146 1.31 -0.58 -0.78 -0.002
H -1.6200 1.7611 0.1974 1.45 0.26 1.01 0.047
H 2.0217 1.3812 0.5475 -0.35 -2.43 0.29 0.072
H 1.7424 -0.1648 1.5412 -0.21 -0.45 2.16 -0.004
H -0.4315 1.3164 1.6430 -0.54 0.38 -1.36 0.088
H -3.5379 -0.1587 -1.5821 0.29 0.29 1.12 0.149
H -1.2870 -1.8916 0.4899 1.00 0.14 0.28 0.057
```
Positions in Å, forces in eV/Å.

---

Record 3
The following is a DFT calculation (the ωB97M-V functional and the def2-TZVPD basis) of the molecule C4H11O2P.

Net charge ... 0
Lowest unoccupied orbital energy ... 0.80 eV
HOMO level ... -9.2824 eV
SMILES ... C[PH](C)(C)OC=O
Gap between HOMO and LUMO ... 10.1 eV

```
18
Properties=species:S:1:pos:R:3:forces:R:3:lowdin_charge:R:1
P 0.4385 -0.2661 0.5045 -1.80 -1.87 -0.15 0.808
O -1.4818 -0.1661 0.8844 -1.94 0.09 -0.65 -0.311
O -2.5700 1.2625 -0.5821 0.97 -1.60 0.37 -0.035
C 2.2082 -0.7898 0.5954 1.44 1.72 -3.34 -0.266
C -0.3143 -0.9928 -1.1262 1.92 -4.38 3.40 -0.127
C -2.5035 0.3410 0.2469 -1.62 1.81 1.36 -0.475
C 0.3725 1.4619 0.1317 0.61 -0.22 -3.37 -0.195
H 0.7716 1.4970 -0.9711 -0.59 0.25 1.92 0.111
H -3.5073 0.0811 0.7240 0.96 -0.48 -0.49 0.138
H -1.2393 -1.5414 -1.0796 -0.24 -0.70 1.32 0.056
H 0.9613 2.1147 0.7067 0.64 0.76 0.94 0.035
H 2.5112 -0.8079 -0.5409 -0.18 -0.26 1.93 0.064
H -0.7007 1.6840 0.0701 0.71 0.47 0.04 0.034
H 2.6458 -1.7076 1.0683 -0.99 1.03 -0.12 0.053
H 0.1962 -0.5230 1.8651 0.30 -0.25 -0.13 0.057
H 0.2162 -1.6094 -1.8065 1.54 -0.23 -0.38 0.041
H 2.6886 0.2005 0.9013 -0.17 -1.54 0.24 0.050
H -0.6932 -0.2386 -1.5920 -1.56 5.41 -2.91 -0.038
```
Positions in Å, forces in eV/Å.

---

Record 4
The following is a DFT calculation (the ωB97M-V functional and the def2-TZVPD basis) of the molecule C4H11O2PS2.

Multiplicity ... 3
Net charge ... 0
Lowest unoccupied orbital energy (spin up / spin down) ... 0.70 / -2.53 eV
HOMO level (spin up / spin down) ... -4.0099 / -8.8644 eV
Gap between HOMO and LUMO (spin up / spin down) ... 4.7 / 6.3 eV

```
20
Properties=species:S:1:pos:R:3:forces:R:3:lowdin_charge:R:1
S 0.9291 -1.6063 1.8767 -0.74 3.11 0.37 0.077
S 1.8038 -3.1680 1.0415 3.31 -3.02 -0.55 0.204
P 0.5643 0.0368 0.2072 0.20 0.92 1.98 0.721
O -0.6560 0.7498 0.9908 -0.38 0.57 -0.24 -0.396
O -0.3703 -0.5894 -0.8567 -0.76 -1.25 -0.89 -0.381
C 0.4041 2.5387 2.2240 -4.02 -0.08 0.66 -0.075
C -0.1561 -0.8579 -2.2724 -1.37 -0.55 1.16 -0.229
C -0.4296 1.2561 2.3111 2.18 -0.03 -0.71 -0.325
C 0.1488 -2.3605 -2.4763 -0.44 4.28 1.83 -0.023
H 0.6199 -0.2345 -2.5933 1.41 0.84 -0.65 0.081
H 1.3549 2.3109 2.0651 4.50 -1.17 0.11 0.009
H 0.1939 0.4973 2.8522 -0.97 0.43 0.02 0.036
H -0.6058 -2.8544 -1.9872 -1.29 -1.55 1.83 0.058
H -1.3794 1.4423 2.7263 -1.10 -0.04 0.58 0.100
H 0.2278 3.0827 3.1573 0.29 0.49 -0.56 0.092
H -0.0366 -2.5638 -3.4411 0.43 -0.91 -3.76 0.042
H -1.0796 -0.4421 -2.6558 -0.19 -0.49 -0.68 0.121
H 0.7746 -3.8629 0.7355 -1.57 -1.15 -0.74 -0.248
H 1.1144 -2.3686 -2.0681 1.41 -1.40 0.19 0.060
H 0.1879 3.0066 1.2788 -0.91 1.03 0.04 0.076
```
Positions in Å, forces in eV/Å.